{"formula": "C60H96F24O23", "method": "ωB97M-V/def2-TZVPD", "homo_energy_ev": -9.67, "energy_ev": -176085.309, "gap_ev": 9.98, "elements": ["F", "F", "F", "F", "F", "F", "F", "F", "F", "F", "F", "F", "F", "F", "F", "F", "F", "F", "F", "F", "F", "F", "F", "F", "O", "O", "O", "O", "O", "O", "O", "O", "O", "O", "O", "O", "O", "O", "O", "O", "O", "O", "O", "O", "O", "O", "O", "C", "C", "C", "C", "C", "C", "C", "C", "C", "C", "C", "C", "C", "C", "C", "C", "C", "C", "C", "C", "C", "C", "C", "C", "C", "C", "C", "C", "C", "C", "C", "C", "C", "C", "C", "C", "C", "C", "C", "C", "C", "C", "C", "C", "C", "C", "C", "C", "C", "C", "C", "C", "C", "C", "C", "C", "C", "C", "C", "C", "H", "H", "H", "H", "H", "H", "H", "H", "H", "H", "H", "H", "H", "H", "H", "H", "H", "H", "H", "H", "H", "H", "H", "H", "H", "H", "H", "H", "H", "H", "H", "H", "H", "H", "H", "H", "H", "H", "H", "H", "H", "H", "H", "H", "H", "H", "H", "H", "H", "H", "H", "H", "H", "H", "H", "H", "H", "H", "H", "H", "H", "H", "H", "H", "H", "H", "H", "H", "H", "H", "H", "H", "H", "H", "H", "H", "H", "H", "H", "H", "H", "H", "H", "H", "H", "H", "H", "H", "H", "H", "H", "H", "H", "H", "H", "H"], "coordinates": [[-6.947, -2.506, 28.882], [0.080, -3.430, 35.725], [-5.081, -2.996, 29.875], [-3.356, -5.542, 20.513], [-5.943, -6.585, 22.059], [-5.009, -2.180, 27.845], [-1.714, -4.288, 34.853], [-0.621, -2.928, 33.713], [-4.515, -3.875, 21.248], [1.390, -4.901, 18.561], [-7.797, -7.066, 22.853], [3.347, -0.369, 24.209], [-2.197, -8.014, 24.825], [-3.320, -7.445, 26.549], [3.875, 0.217, 26.221], [2.048, -6.900, 18.233], [-3.357, -3.686, 19.451], [2.222, -13.265, 25.494], [3.910, -13.912, 26.691], [2.196, -1.068, 25.950], [4.121, -12.409, 25.135], [-2.618, -5.908, 25.144], [-7.122, -7.951, 20.937], [-0.016, -6.321, 17.749], [2.859, -9.942, 25.656], [1.423, -6.595, 20.975], [5.443, -1.766, 26.287], [-1.030, -4.069, 21.049], [-0.251, -8.985, 31.576], [-6.048, -8.794, 24.196], [-5.971, -9.855, 22.209], [0.177, -5.371, 32.808], [-6.753, -4.228, 27.018], [-2.046, -4.639, 27.902], [-2.276, -2.886, 22.412], [1.084, -5.693, 34.862], [4.064, -11.218, 27.668], [4.153, -2.906, 24.932], [-0.576, -7.141, 20.168], [2.833, 0.086, 32.367], [4.219, -4.709, 34.561], [-5.164, -5.304, 28.236], [-0.237, -6.043, 25.663], [1.900, -11.870, 27.722], [4.735, -6.455, 27.604], [-0.619, -7.329, 27.513], [-1.076, -11.115, 26.159], [4.476, -5.025, 24.016], [5.117, -6.770, 33.824], [-2.392, -10.870, 26.594], [1.231, -5.967, 25.891], [0.395, -5.078, 34.035], [3.137, -11.805, 27.255], [1.003, -6.146, 18.618], [0.229, -4.341, 23.249], [-6.733, -7.623, 22.158], [-2.086, -10.479, 32.178], [-0.486, -3.906, 34.567], [-6.792, -5.387, 26.115], [4.538, -5.898, 29.936], [5.113, -4.358, 33.515], [0.141, -3.653, 21.810], [4.012, -8.941, 23.862], [5.795, -6.871, 29.596], [-1.743, -8.967, 21.059], [-0.950, -6.856, 26.498], [-3.382, -4.235, 20.664], [-2.182, -3.620, 21.488], [-5.336, -10.982, 22.891], [-2.141, -13.178, 25.792], [1.850, -9.679, 24.603], [0.610, -6.592, 20.101], [3.874, -5.847, 28.566], [2.565, -9.019, 23.420], [-5.718, -2.972, 28.700], [-2.923, -12.265, 26.834], [2.507, -1.911, 31.216], [4.558, -6.004, 35.009], [3.758, -1.177, 30.703], [4.458, -1.896, 25.674], [-2.338, -7.037, 25.793], [5.886, -5.641, 33.141], [-0.970, -7.773, 21.406], [-6.216, -11.902, 23.718], [3.338, -12.848, 26.099], [-5.841, -4.360, 28.003], [1.070, -6.138, 30.805], [-0.691, -9.891, 32.572], [1.524, -4.674, 26.627], [-1.177, -12.159, 25.171], [-2.215, -9.988, 30.771], [3.503, -0.784, 25.525], [6.057, -6.608, 28.116], [-1.468, -2.473, 28.569], [-6.226, -8.806, 23.006], [-1.458, -8.717, 30.840], [-2.171, -4.558, 29.312], [1.561, -10.911, 28.808], [3.882, -8.984, 25.378], [4.102, -0.309, 31.886], [1.189, -6.221, 32.305], [-1.830, -3.340, 27.385], [1.399, -9.473, 28.301], [4.994, -4.077, 25.001], [1.977, -1.032, 32.365], [-1.215, -3.451, 29.695], [-5.812, -5.238, 24.868], [4.591, -9.796, 23.537], [6.545, -7.423, 27.567], [0.141, -10.560, 32.801], [-0.837, -9.339, 33.452], [-4.009, -12.421, 26.699], [-1.893, -5.514, 29.720], [-0.544, -1.923, 28.339], [6.024, -3.693, 24.937], [4.603, 0.548, 31.517], [-5.000, -11.496, 22.043], [4.775, -9.371, 25.833], [-3.128, -4.314, 29.718], [4.632, -4.572, 23.018], [4.553, -8.009, 23.571], [0.707, -11.414, 29.267], [-5.504, -12.728, 23.870], [-2.847, -10.060, 32.773], [-6.043, -4.426, 24.185], [2.293, -9.163, 27.925], [-1.578, -13.918, 26.327], [2.394, -9.369, 22.371], [3.439, -5.132, 24.141], [1.582, -5.854, 24.866], [0.229, -5.423, 23.209], [1.542, -5.131, 30.437], [-0.001, -7.986, 21.885], [3.830, -6.283, 30.590], [4.592, -1.806, 30.381], [-7.056, -12.289, 23.194], [1.386, -10.677, 24.449], [2.657, -2.971, 31.547], [-2.233, -1.757, 28.744], [0.963, -0.762, 32.194], [5.322, -5.919, 35.772], [-3.140, -9.802, 30.313], [-1.022, -9.656, 20.617], [1.598, -7.040, 30.360], [-1.159, -8.313, 29.916], [4.616, -0.878, 32.708], [-2.773, -3.081, 26.852], [-4.509, -10.565, 23.416], [5.558, -7.914, 29.688], [1.191, -4.779, 27.683], [0.233, -2.514, 21.856], [1.110, -8.857, 29.195], [1.003, -4.068, 21.235], [-2.529, -8.731, 20.348], [1.157, -4.102, 23.754], [-7.819, -5.439, 25.696], [-4.796, -5.192, 25.264], [2.460, -10.797, 29.469], [4.892, -4.877, 30.292], [3.448, -0.522, 29.840], [3.581, -4.875, 28.214], [5.797, -7.604, 34.115], [-1.574, -11.819, 24.177], [2.939, -6.446, 28.612], [-0.592, -4.235, 23.964], [1.027, -3.815, 26.227], [1.792, -1.961, 30.453], [0.053, -6.124, 30.444], [2.132, -5.908, 32.708], [-2.965, -10.355, 25.819], [-1.647, -7.025, 21.929], [3.577, -8.040, 25.780], [-5.777, -6.178, 24.335], [5.018, -5.956, 24.074], [6.857, -5.471, 33.595], [-1.666, -10.690, 30.073], [5.892, -3.637, 33.880], [-1.043, -3.304, 26.597], [-2.343, -10.256, 27.474], [-2.230, -9.379, 21.912], [4.851, -4.581, 25.975], [1.161, -8.984, 25.082], [4.636, -3.940, 32.636], [-0.178, -3.811, 29.512], [1.100, -7.280, 32.698], [0.567, -9.576, 27.580], [-2.188, -11.552, 32.146], [6.657, -5.638, 27.964], [2.017, -1.555, 33.362], [4.295, -7.105, 33.156], [-6.380, -11.458, 24.687], [2.174, -7.955, 23.436], [-2.123, -8.046, 31.419], [-1.386, -3.093, 30.726], [-0.180, -12.419, 24.906], [3.654, -6.501, 35.404], [-2.634, -12.625, 27.819], [-2.857, -13.766, 25.140], [6.623, -6.631, 30.283], [1.553, -6.873, 26.347], [6.076, -5.694, 32.089], [2.576, -4.454, 26.603], [-6.586, -6.265, 26.781]], "forces_ev_per_a": [[0.162, 0.720, 0.165], [-0.554, -0.321, -1.299], [-0.221, -0.043, -0.453], [0.218, -0.668, 0.283], [1.912, 0.132, -0.328], [-0.612, -0.109, 0.781], [-0.761, -0.864, 0.419], [0.476, 1.179, -1.000], [-0.285, -0.197, 0.205], [0.132, 1.116, 0.181], [0.019, -1.194, -0.568], [0.524, -0.770, 1.297], [0.182, 0.464, 0.334], [-0.275, 0.390, 0.599], [0.811, 1.760, 1.003], [-0.411, -0.090, 0.007], [0.030, 0.151, -0.563], [-0.435, -0.040, 0.237], [0.137, -0.224, -0.241], [1.554, -0.435, -0.475], [0.757, 0.221, -0.107], [-0.683, -0.077, 0.158], [-0.112, -0.370, 0.194], [0.632, -0.003, 0.478], [-0.644, 0.685, -1.917], [0.617, 0.664, 0.281], [2.491, 0.343, 2.190], [0.947, -0.479, -0.440], [-1.103, -0.371, -0.715], [-0.286, 0.611, -0.761], [-0.574, 0.832, 0.845], [-0.126, 0.494, -0.581], [0.665, -0.582, -0.006], [-0.088, -0.843, -0.095], [-1.083, 0.784, 0.590], [-1.260, 1.450, -2.412], [1.710, 1.222, 1.098], [-1.431, -1.153, -0.718], [-0.555, 0.421, -1.056], [-0.388, 1.061, 0.387], [-0.337, 0.300, -0.785], [0.393, -0.525, 0.487], [0.378, -1.329, 1.048], [-0.033, 0.949, 0.283], [0.030, -0.019, -0.683], [0.596, -1.012, 1.686], [0.396, -0.021, -1.124], [1.490, 0.763, -2.333], [0.364, 0.076, -0.688], [-0.164, -0.519, -0.385], [-1.590, 1.703, -1.015], [0.424, -0.840, 4.912], [-1.612, -1.622, -1.188], [-0.818, -1.160, 0.439], [-0.746, 0.066, -0.815], [-2.303, 1.463, 1.013], [1.107, -0.600, -0.889], [1.114, -0.113, 1.467], [-0.026, -0.307, -1.066], [2.847, 0.719, -1.941], [1.435, -0.010, 0.314], [1.164, -0.051, 1.317], [0.657, 0.633, 0.299], [-0.315, 1.479, 0.872], [0.152, -0.695, -1.038], [-0.565, 1.996, -2.553], [0.457, 1.548, 0.375], [0.097, -0.957, 0.034], [-1.220, 0.478, -0.499], [-0.841, 0.168, 0.146], [0.339, -1.568, 1.238], [0.251, -0.781, -0.926], [-0.519, -0.872, 0.015], [-0.837, 1.980, -0.525], [0.164, -0.636, -0.645], [-0.418, -1.550, -0.473], [0.589, -1.239, 0.846], [-0.697, -0.893, 0.310], [-0.388, -0.184, -0.632], [-0.233, -0.875, -1.493], [1.185, -0.565, -1.068], [0.363, 0.790, 0.632], [0.053, 2.075, 0.804], [2.251, 0.427, 0.266], [-0.454, 0.167, 0.624], [-0.477, 1.036, -0.913], [2.102, 0.578, -1.032], [0.230, -0.862, 0.301], [-0.313, -0.940, 1.439], [-1.013, 0.783, -0.697], [2.222, -1.095, -1.665], [-4.202, 1.246, -1.644], [0.076, 1.618, 0.428], [1.104, 0.955, -0.468], [0.884, -1.328, -0.117], [0.261, 0.779, 0.997], [1.250, -0.131, 0.294], [2.069, 0.162, 0.226], [0.011, -1.243, -0.297], [-0.711, -1.097, 0.539], [0.071, -2.376, -0.732], [-0.725, 0.117, -1.354], [-3.954, -2.062, 1.632], [0.465, 0.435, 2.037], [1.316, -1.216, 0.705], [0.534, -0.429, -0.018], [0.026, -0.704, 2.247], [0.130, -0.219, -0.157], [-0.163, 0.182, 0.244], [-0.308, -0.445, -0.326], [-0.238, 0.890, 1.545], [0.440, 0.407, 0.218], [0.100, -0.517, 0.076], [-0.319, 0.101, 0.117], [-0.227, -0.663, -0.297], [0.830, 0.998, 0.372], [0.798, -0.992, -1.085], [0.473, 0.176, 0.506], [-1.105, 0.093, -0.392], [-0.138, -0.551, 0.158], [-0.518, -0.738, -0.115], [0.139, 0.567, 0.098], [-0.438, -0.146, 0.211], [-0.849, 0.417, 0.960], [-0.113, 0.106, 0.233], [2.274, 1.004, -1.338], [0.288, -0.406, 0.358], [0.090, -0.190, 1.107], [-1.329, -0.501, 0.272], [0.245, -0.525, 0.140], [0.252, -0.436, -0.879], [-0.636, -1.904, 0.497], [-0.804, 0.086, 0.624], [-0.821, -0.800, 1.647], [-0.207, -0.082, 0.003], [-0.831, -0.019, -0.250], [0.024, 0.836, -0.196], [0.249, 0.835, -0.177], [-0.723, 0.586, 0.467], [-0.791, 0.666, -0.069], [0.201, -0.108, 0.473], [-1.709, -0.021, -0.108], [-0.476, -0.481, -0.056], [-0.553, 1.277, 0.300], [0.125, 0.749, -1.207], [0.078, 0.530, -0.795], [0.540, 0.427, 0.437], [0.623, 0.062, 0.736], [-0.404, -0.492, 0.351], [0.310, 0.158, -0.530], [-0.422, -1.649, -0.022], [0.068, -0.490, -0.917], [-0.810, 0.536, 0.303], [0.001, 0.049, -0.243], [0.210, 0.559, -0.151], [0.507, 0.144, 0.712], [-0.036, 0.634, -0.096], [-0.890, -1.046, -0.120], [-0.354, -1.294, -0.448], [0.455, -0.571, 0.801], [0.163, 0.656, 0.145], [-0.757, 0.444, -0.236], [-0.182, 0.415, 0.807], [0.435, 0.196, -0.267], [-0.037, 0.994, -0.384], [-0.465, 0.284, -0.591], [-1.138, -0.150, -1.196], [-0.349, -0.243, 0.144], [0.633, 0.515, -0.074], [-0.061, 0.135, -0.067], [1.266, -0.737, -0.194], [0.083, 0.871, 0.371], [-0.499, -0.152, -0.075], [-0.044, -0.342, 0.021], [0.334, -0.627, 0.175], [-0.479, 0.561, 0.615], [-0.928, -0.162, -0.213], [-0.371, -0.556, 0.573], [-0.023, 0.323, 0.428], [-0.095, -0.488, 0.806], [0.286, 0.696, 0.039], [-0.507, -0.124, -0.293], [-0.666, 0.257, 0.101], [-0.495, 0.113, 0.732], [-0.488, 1.201, -0.545], [0.530, 0.951, 0.055], [0.245, -0.418, 0.595], [-0.687, -1.217, 0.139], [0.076, 0.326, -0.803], [0.470, -0.117, 0.455], [-0.676, -0.020, 0.182], [0.394, -0.969, -0.387], [0.507, 0.401, -0.250], [0.351, -0.011, -0.551], [0.818, -0.847, 0.386], [0.368, 0.484, 0.057], [-0.199, 0.185, 0.193], [0.972, 1.041, 0.264], [-0.136, -0.217, -0.491], [0.407, -0.557, 0.497], [-0.200, -0.353, -0.568], [0.484, -0.033, 0.005], [-0.076, 0.581, -1.162]], "lowdin_charge": [0.178, 0.131, 0.163, 0.184, 0.176, 0.143, 0.184, 0.182, 0.173, 0.192, 0.110, 0.129, 0.107, 0.204, 0.228, 0.158, 0.173, 0.152, 0.156, 0.101, 0.178, 0.156, 0.189, 0.154, -0.194, 0.132, 0.215, 0.015, -0.154, 0.159, 0.028, 0.074, 0.010, -0.141, 0.179, 0.131, 0.169, 0.048, 0.026, -0.135, -0.129, 0.169, -0.023, 0.031, -0.180, 0.178, -0.149, -0.043, -0.147, -0.223, -0.138, -0.382, -0.464, -0.530, -0.036, -0.531, -0.132, -0.552, -0.131, -0.115, -0.196, -0.118, -0.151, -0.117, -0.053, -0.384, -0.561, -0.408, -0.182, -0.129, -0.122, -0.402, -0.221, -0.153, -0.519, -0.140, -0.162, -0.223, -0.162, -0.482, -0.522, -0.172, -0.202, -0.033, -0.548, -0.390, -0.050, -0.177, -0.037, -0.191, -0.194, -0.510, -0.195, -0.156, -0.367, -0.216, -0.196, -0.131, -0.192, -0.212, -0.209, -0.190, -0.048, -0.193, -0.197, -0.147, -0.025, 0.111, 0.122, 0.124, 0.093, 0.106, 0.103, 0.112, 0.144, 0.110, 0.107, 0.122, 0.095, 0.108, 0.106, 0.119, 0.084, 0.098, 0.084, 0.031, 0.090, 0.125, 0.045, 0.080, 0.052, 0.105, 0.117, 0.052, 0.105, 0.076, 0.121, 0.101, 0.099, 0.103, 0.118, 0.105, 0.096, 0.085, 0.085, 0.137, 0.123, 0.105, 0.104, 0.092, 0.150, 0.077, 0.110, 0.092, 0.061, 0.124, 0.052, 0.131, 0.123, 0.129, 0.085, 0.126, 0.121, 0.107, 0.070, 0.063, 0.069, 0.050, 0.102, 0.107, 0.143, 0.095, 0.033, 0.077, 0.108, 0.126, 0.127, 0.108, 0.108, 0.064, 0.115, 0.103, 0.085, 0.095, 0.144, 0.075, 0.108, 0.140, 0.129, 0.108, 0.074, 0.105, 0.142, 0.128, 0.086, 0.123, 0.100, 0.117, 0.098, 0.101, 0.059, 0.047, 0.129]}